Here is a 2-piece molecular cluster, C2H6NP overall in a non-equilibrium geometry from the OMol25 dataset. Energies are from wB97M-V/def2-TZVPD.

Each line ends with the Löwdin charge.
Cartesian coordinates (Å):
C 0.55 0.99 0.60  -0.368
C -1.05 -0.91 0.09  -0.139
N 0.25 -0.44 0.34  -0.546
P 1.74 -0.10 -0.33  0.789
H -0.02 1.54 -0.15  0.046
H 0.78 1.07 1.65  0.054
H -1.23 -1.61 0.84  0.054
H -1.73 -0.02 0.14  0.097
H -1.09 -1.29 -0.94  0.088
H 1.81 0.78 -2.25  -0.074

Values from the calculation:
- Total energy: -475.7603 Eh
- 2S+1: 1
- HOMO: -0.306 Eh
- Kohn-Sham gap: 8.78 eV
- Relative energy (zero: lowest compared OMol25 entry of this formula, charge and spin): 2.634 eV


Here is a 2-piece molecular cluster, C2H6NS overall in a non-equilibrium geometry from the OMol25 dataset. Energies are from wB97M-V/def2-TZVPD.

Each line ends with the Löwdin charge.
Cartesian coordinates (Å):
S 0.85 0.69 4.01  0.330
H 0.71 2.01 3.82  -0.296
C -0.50 -0.26 -2.19  -0.018
C -0.32 -0.68 -0.94  -0.331
N -0.03 0.10 0.16  0.006
H -0.57 0.79 -2.47  0.046
H -0.38 -0.96 -3.01  0.040
H -0.39 -1.78 -0.77  0.104
H 0.92 0.40 0.35  0.075
H -0.29 -0.32 1.04  0.045

Values from the calculation:
- Total energy: -532.6472 Eh
- 2S+1: 2
- HOMO (spin up / spin down): -0.317 / -0.317 Eh
- Kohn-Sham gap (spin up / spin down): 9.51 / 5.88 eV
- Relative energy (zero: lowest compared OMol25 entry of this formula, charge and spin): 1.163 eV
- Expectation value of S²: 0.753


Here is a 2-piece molecular cluster, C2H6O overall in a non-equilibrium geometry from the OMol25 dataset. Energies are from wB97M-V/def2-TZVPD.

Each line ends with the Löwdin charge.
Cartesian coordinates (Å):
C -0.43 0.34 0.59  -0.117
C 0.66 -0.10 -0.46  -0.346
O 0.91 -1.46 -0.37  -0.054
H -1.52 0.11 0.38  0.088
H -0.14 -0.11 1.49  0.027
H -0.21 1.39 1.06  0.099
H 1.59 0.47 -0.33  0.093
H 0.22 0.22 -1.80  0.184
H 0.15 -1.83 -0.67  0.026

Values from the calculation:
- Total energy: -154.9601 Eh
- 2S+1: 1
- HOMO: -0.372 Eh
- Kohn-Sham gap: 11.15 eV
- Relative energy (zero: lowest compared OMol25 entry of this formula, charge and spin): 1.788 eV


Here is an isolated molecule of C2H6O in a non-equilibrium geometry from the OMol25 dataset. Energies are from wB97M-V/def2-TZVPD.

Each line ends with the Löwdin charge.
Cartesian coordinates (Å):
C 0.12 0.76 -0.66  -0.108
C -0.01 -0.25 0.44  -0.393
O -0.41 -1.49 -0.04  -0.061
H 0.80 1.57 -0.41  0.067
H 0.45 0.32 -1.60  0.079
H -0.88 1.26 -0.69  0.083
H -0.64 0.10 1.26  0.099
H 1.08 -0.17 1.02  0.145
H -0.51 -2.11 0.69  0.090

Values from the calculation:
- Total energy: -155.0068 Eh
- 2S+1: 1
- Structure (SMILES): CCO
- HOMO: -0.364 Eh
- Kohn-Sham gap: 10.91 eV
- Relative energy (zero: lowest compared OMol25 entry of this formula, charge and spin): 0.518 eV


Here is a 2-piece molecular cluster, C2H6O overall in a non-equilibrium geometry from the OMol25 dataset. Energies are from wB97M-V/def2-TZVPD.

Each line ends with the Löwdin charge.
Cartesian coordinates (Å):
C 0.00 0.00 0.00  -0.085
C 1.14 -0.70 -0.09  -0.074
H -0.35 0.48 0.92  0.065
H -0.59 0.15 -0.91  -0.008
H 1.73 -0.79 0.83  0.037
H 1.48 -1.27 -0.97  0.043
O -1.59 1.36 -1.24  -0.119
H -2.44 1.76 -1.52  0.076
H -1.31 0.82 -2.02  0.065

Values from the calculation:
- Total energy: -154.9622 Eh
- 2S+1: 1
- Structure (SMILES): C=C.O
- HOMO: -0.353 Eh
- Kohn-Sham gap: 10.37 eV
- Relative energy (zero: lowest compared OMol25 entry of this formula, charge and spin): 1.732 eV


Here is an isolated molecule of C2H6O2 in a non-equilibrium geometry from the OMol25 dataset. Energies are from wB97M-V/def2-TZVPD.

Each line ends with the Löwdin charge.
Cartesian coordinates (Å):
O 0.01 -1.58 -0.37  -0.094
C 0.08 -0.55 0.63  -0.198
C -0.22 0.96 0.15  -0.226
O 0.13 0.85 -1.21  -0.106
H 0.82 -1.62 -0.91  0.095
H -0.61 -0.93 1.38  0.108
H 1.11 -0.50 0.99  0.110
H -1.22 1.46 0.20  0.115
H 0.44 1.71 0.63  0.113
H -0.53 0.21 -1.50  0.082

Values from the calculation:
- Total energy: -230.2353 Eh
- 2S+1: 1
- Structure (SMILES): OCCO
- HOMO: -0.373 Eh
- Kohn-Sham gap: 11.07 eV
- Relative energy (zero: lowest compared OMol25 entry of this formula, charge and spin): 1.232 eV


Here is a 2-piece molecular cluster, C2H6O2 overall in a non-equilibrium geometry from the OMol25 dataset. Energies are from wB97M-V/def2-TZVPD.

Each line ends with the Löwdin charge.
Cartesian coordinates (Å):
C 0.22 0.92 -2.23  -0.134
O -0.81 1.55 -1.96  -0.039
H 0.02 -0.16 -2.60  0.094
H 1.30 1.16 -2.26  0.079
C -0.49 -0.66 1.41  -0.189
O 0.89 -0.85 1.30  -0.156
H -0.70 0.42 1.94  0.126
H -0.95 -1.38 2.11  0.065
H -0.92 -0.73 0.41  0.062
H 1.43 -0.27 1.88  0.091

Values from the calculation:
- Total energy: -230.2059 Eh
- 2S+1: 1
- Structure (SMILES): C=O.CO
- HOMO: -0.374 Eh
- Kohn-Sham gap: 10.83 eV
- Relative energy (zero: lowest compared OMol25 entry of this formula, charge and spin): 2.034 eV


Here is C2H6O2 as an isolated structure in a non-equilibrium geometry from the OMol25 dataset. Energies are from wB97M-V/def2-TZVPD.

Each line ends with the Löwdin charge.
Cartesian coordinates (Å):
C -0.46 0.25 -0.85  -0.061
C 0.67 -0.26 -0.09  -0.201
O -0.09 -2.38 0.01  -0.149
O 0.84 -1.47 0.28  -0.095
H -0.35 -0.07 -1.86  0.082
H -1.44 -0.32 -0.56  0.143
H -0.55 1.29 -1.04  0.069
H 1.39 0.36 0.38  0.092
H -0.27 1.47 2.11  0.091
H 0.28 1.14 1.63  0.030

Values from the calculation:
- Total energy: -230.0612 Eh
- 2S+1: 1
- HOMO (spin up / spin down): -0.337 / -0.337 Eh
- Kohn-Sham gap (spin up / spin down): 9.15 / 9.15 eV
- Relative energy (zero: lowest compared OMol25 entry of this formula, charge and spin): 5.972 eV


Here is an isolated molecule of C2H6O2 from the OMol25 dataset. Energies are from wB97M-V/def2-TZVPD.

Each line ends with the Löwdin charge.
Cartesian coordinates (Å):
O -0.91 -1.36 1.19  0.004
C 0.07 -0.50 0.73  -0.291
C 0.82 1.23 -0.77  -0.026
O -0.32 0.02 -0.57  -0.146
H -0.89 -2.15 0.64  0.106
H 0.18 0.33 1.43  0.123
H 1.04 -0.96 0.53  0.132
H 0.11 2.07 -0.88  -0.025
H 1.12 0.96 -1.79  -0.025
H -1.23 0.37 -0.51  0.147

Values from the calculation:
- Total energy: -230.1193 Eh
- 2S+1: 1
- HOMO: -0.280 Eh
- Kohn-Sham gap: 8.09 eV
- Relative energy (zero: lowest compared OMol25 entry of this formula, charge and spin): 4.389 eV


Here is a 2-piece molecular cluster, C2H6O2 overall in a non-equilibrium geometry from the OMol25 dataset. Energies are from wB97M-V/def2-TZVPD.

Each line ends with the Löwdin charge.
Cartesian coordinates (Å):
C 0.87 0.59 0.18  -0.130
C -0.11 -0.32 0.65  -0.303
O -1.58 0.48 -1.02  0.012
O -1.39 -0.12 0.27  -0.157
H 1.80 0.27 0.56  0.064
H 0.87 0.67 -0.95  0.107
H 0.59 1.58 0.57  0.107
H -0.14 -0.99 1.54  0.114
H 0.29 -1.90 -0.31  0.116
H -1.19 -0.25 -1.48  0.071

Values from the calculation:
- Total energy: -230.0525 Eh
- 2S+1: 1
- HOMO: -0.318 Eh
- Kohn-Sham gap: 9.25 eV
- Relative energy (zero: lowest compared OMol25 entry of this formula, charge and spin): 6.208 eV


Here is a 2-piece molecular cluster, C2H6O2 overall in a non-equilibrium geometry from the OMol25 dataset. Energies are from wB97M-V/def2-TZVPD.

Each line ends with the Löwdin charge.
Cartesian coordinates (Å):
O -1.79 4.17 -1.71  0.058
C -1.89 5.36 -1.61  -0.395
O -2.59 6.15 -2.43  0.084
H -1.58 5.82 -0.69  0.130
H -2.96 5.54 -3.10  0.123
C 2.20 -5.44 1.94  -0.052
H 3.17 -5.90 1.91  0.011
H 1.65 -5.61 2.86  0.011
H 1.56 -5.73 1.10  0.013
H 2.23 -4.36 1.72  0.017

Values from the calculation:
- Total energy: -230.2733 Eh
- 2S+1: 1
- Structure (SMILES): O=CO.C
- HOMO: -0.404 Eh
- Kohn-Sham gap: 11.82 eV
- Relative energy (zero: lowest compared OMol25 entry of this formula, charge and spin): 0.200 eV


Here is a 2-piece molecular cluster, C2H6O2 overall in a non-equilibrium geometry from the OMol25 dataset. Energies are from wB97M-V/def2-TZVPD.

Each line ends with the Löwdin charge.
Cartesian coordinates (Å):
C 0.44 -0.89 0.01  -0.067
C -0.30 0.40 -0.32  -0.607
O -1.02 0.28 -1.47  0.020
O 0.38 1.54 -0.46  0.048
H -0.41 -1.61 -0.11  0.095
H 1.30 -0.87 -0.74  0.110
H 0.87 -0.98 1.05  0.087
H -1.30 0.67 1.36  0.104
H -1.25 1.22 -1.75  0.146
H 0.99 1.64 0.19  0.063

Values from the calculation:
- Total energy: -230.1512 Eh
- 2S+1: 1
- HOMO (spin up / spin down): -0.306 / -0.306 Eh
- Kohn-Sham gap (spin up / spin down): 9.10 / 9.10 eV
- Relative energy (zero: lowest compared OMol25 entry of this formula, charge and spin): 3.521 eV


Question: Look up the relative energy (zero: lowest compared OMol25 entry of this formula, charge and spin) of the seventh one.
Answer: 2.034 eV


Copy entry 8 word for word.
Here is C2H6O2 as an isolated structure in a non-equilibrium geometry from the OMol25 dataset. Energies are from wB97M-V/def2-TZVPD.

Each line ends with the Löwdin charge.
Cartesian coordinates (Å):
C -0.46 0.25 -0.85  -0.061
C 0.67 -0.26 -0.09  -0.201
O -0.09 -2.38 0.01  -0.149
O 0.84 -1.47 0.28  -0.095
H -0.35 -0.07 -1.86  0.082
H -1.44 -0.32 -0.56  0.143
H -0.55 1.29 -1.04  0.069
H 1.39 0.36 0.38  0.092
H -0.27 1.47 2.11  0.091
H 0.28 1.14 1.63  0.030

Values from the calculation:
- Total energy: -230.0612 Eh
- 2S+1: 1
- HOMO (spin up / spin down): -0.337 / -0.337 Eh
- Kohn-Sham gap (spin up / spin down): 9.15 / 9.15 eV
- Relative energy (zero: lowest compared OMol25 entry of this formula, charge and spin): 5.972 eV


Question: What is the 2S+1 in the fourth record?
Answer: 1